36
Properties=species:S:1:pos:R:3:lowdin_charge:R:1 method="wB97M-V/def2-TZVPD" orbital_gap_ev=8.881 total_energy_ha=-769.7983 homo_energy_ev=-9.574
C -4.420 -3.017 -0.478 -0.141
H -4.820 -3.387 0.329 0.009
H -3.443 -3.555 -0.770 0.111
C -3.996 -1.595 -0.418 -0.298
H -3.535 -1.390 -1.454 0.143
C -3.149 -1.475 0.837 -0.218
C -2.747 -0.068 1.126 -0.041
H -2.066 0.206 1.736 0.033
H -3.573 0.757 0.935 0.160
O -1.826 0.392 -0.178 -0.156
C -1.547 1.909 -0.196 -0.462
O -1.962 2.670 0.432 0.268
C -0.564 1.785 -1.498 0.071
C 0.741 1.824 -1.298 -0.064
C 1.333 1.150 -0.246 -0.228
O 0.677 0.842 1.015 -0.072
O 2.698 0.867 -0.230 -0.046
C 3.358 0.417 0.888 -0.265
C 3.451 -0.948 0.731 -0.381
C 3.961 -1.592 -0.343 -0.340
C 3.857 -3.165 -0.571 -0.076
H 4.291 -3.487 0.541 0.130
H 4.364 -3.443 -1.322 -0.027
H 2.802 -3.433 -0.287 0.079
H 3.488 -1.062 -1.584 0.206
H 5.122 -1.311 -0.512 0.146
H 2.313 -1.556 0.855 0.212
H 3.901 -1.258 1.652 0.129
H 2.899 0.817 1.857 0.164
H 4.452 0.792 0.748 0.173
H 1.399 2.065 -2.204 0.154
H -1.089 2.381 -2.380 0.161
H -3.546 -1.673 1.729 0.075
H -2.228 -2.129 0.606 0.158
H -4.971 -1.011 -0.226 0.135
H -5.110 -2.920 -1.367 0.097

34
Properties=species:S:1:pos:R:3:lowdin_charge:R:1 method="wB97M-V/def2-TZVPD" orbital_gap_ev=8.744 total_energy_ha=-942.5244 homo_energy_ev=-8.737
C -0.508 2.372 0.083 -0.121
C -1.830 2.536 0.297 -0.203
C 0.009 1.022 -0.001 -0.189
C -1.025 0.106 0.079 -0.153
C 2.012 2.093 -1.102 -0.049
C 1.920 -0.341 -0.826 -0.038
C 2.132 1.042 1.224 -0.047
C -0.185 -2.045 1.200 -0.063
C -0.840 -2.017 -1.245 -0.035
C -2.548 -1.883 0.552 -0.132
C 1.512 0.993 -0.114 -0.553
C -1.161 -1.472 0.151 -0.555
O -3.545 0.961 -0.855 -0.519
S -2.686 0.941 0.346 0.956
H 0.237 3.192 0.122 0.109
H -2.363 3.463 0.589 0.092
H 1.501 2.039 -2.018 0.066
H 1.906 3.208 -0.828 0.105
H 3.011 1.757 -1.370 0.082
H 1.895 -0.411 -1.968 0.118
H 1.412 -1.168 -0.365 0.034
H 3.030 -0.434 -0.524 0.110
H 1.813 0.210 1.852 0.088
H 2.015 2.069 1.731 0.131
H 3.147 0.914 1.232 0.049
H 0.334 -3.066 1.016 0.117
H 0.633 -1.418 1.381 0.009
H -0.573 -2.220 2.279 0.114
H -0.499 -1.261 -1.839 0.046
H -1.710 -2.315 -1.781 0.083
H -0.201 -2.839 -1.211 0.067
H -2.572 -3.011 0.530 0.112
H -3.401 -1.513 -0.145 0.102
H -2.871 -1.506 1.528 0.069

35
Properties=species:S:1:pos:R:3:lowdin_charge:R:1 method="wB97M-V/def2-TZVPD" orbital_gap_ev=9.424 smiles="C#CC1=CCCCC1.CCB(O)CC" total_energy_ha=-569.8465 homo_energy_ev=-8.773
B 1.528 -0.277 -0.145 -0.469
C -0.881 -2.973 1.915 0.157
C -1.315 -2.002 1.350 -0.092
C -2.804 1.387 -0.680 -0.242
C -3.131 0.025 -1.293 -0.197
C -2.859 1.448 0.786 -0.202
C -2.077 -0.896 -0.766 -0.155
C -2.326 0.176 1.473 -0.025
C -1.954 -0.895 0.761 -0.263
C 3.403 -0.518 -2.058 -0.149
C 2.254 -0.503 2.449 -0.098
C 1.880 -0.678 -1.758 -0.155
C 2.331 -1.101 0.993 -0.143
O 0.486 0.488 0.094 0.154
H -0.660 -3.867 2.338 0.001
H -1.909 1.900 -1.064 0.124
H -3.635 2.005 -1.038 0.109
H -4.121 -0.221 -0.897 0.121
H -3.161 0.036 -2.402 0.126
H -2.278 2.284 1.045 0.088
H -3.899 1.689 1.230 0.142
H -2.246 -1.883 -1.190 0.121
H -1.199 -0.408 -1.215 0.109
H 0.273 0.713 1.002 0.089
H -2.420 0.254 2.586 0.130
H 3.815 0.450 -1.995 0.038
H 3.989 -1.234 -1.342 0.086
H 3.558 -0.840 -3.156 0.089
H 2.570 -1.305 3.082 0.054
H 2.913 0.367 2.622 0.072
H 1.238 -0.005 2.565 0.072
H 1.494 -0.121 -2.572 0.064
H 1.624 -1.722 -1.872 0.085
H 3.401 -1.075 0.628 0.095
H 1.927 -2.061 0.966 0.063

47
Properties=species:S:1:pos:R:3:lowdin_charge:R:1 method="wB97M-V/def2-TZVPD" orbital_gap_ev=5.599 total_charge=+1 total_energy_ha=-3956.5396 homo_energy_ev=-11.393
C -0.584 -1.670 2.262 0.000
C -0.648 -0.724 1.344 -0.263
P 0.603 -0.329 0.049 0.666
O -0.531 0.682 -0.914 -0.300
C 0.272 -1.808 -1.099 -0.238
C -1.103 -2.480 -1.079 -0.224
C -2.269 -1.787 -1.791 -0.206
C -3.205 -0.918 -0.953 -0.297
S -4.301 -1.871 0.077 0.337
O -3.621 -3.014 0.584 -0.318
O -5.558 -1.964 -0.584 -0.319
Cl -4.529 -0.569 1.627 0.406
C 1.997 0.269 -1.297 -0.272
O 3.265 -0.383 -1.357 0.062
C 4.277 0.472 -1.303 -0.666
F 4.217 1.263 -0.182 0.111
F 4.179 1.423 -2.317 0.087
F 5.443 -0.145 -1.375 0.237
C 0.930 1.298 1.090 -0.213
C 0.058 2.547 0.782 -0.583
C 0.752 3.684 1.588 -0.038
O -1.246 2.477 1.229 0.032
N 1.962 -1.248 0.877 -0.033
C 2.607 -0.983 1.830 -0.905
S 3.493 -0.621 3.074 0.709
H 0.038 -2.548 2.157 0.073
H -1.186 -1.617 3.158 0.072
H -1.486 -0.035 1.378 0.052
H -0.586 0.416 -1.838 0.038
H 1.016 -2.566 -0.863 0.090
H 0.482 -1.543 -2.142 0.080
H -0.951 -3.402 -1.646 0.119
H -1.395 -2.830 -0.096 0.082
H -1.899 -1.165 -2.612 0.108
H -2.878 -2.554 -2.269 0.121
H -2.687 -0.196 -0.334 0.042
H -3.887 -0.355 -1.588 0.107
H 2.259 1.284 -1.134 -0.099
H 1.599 0.241 -2.323 0.110
H 1.957 1.667 1.028 0.066
H 0.657 1.164 2.134 0.117
H 0.094 2.920 -0.259 0.025
H 0.078 4.538 1.619 0.096
H 0.821 3.275 2.591 0.108
H 1.754 3.979 1.242 0.078
H -1.787 3.198 0.898 0.126
Yb 1.614 2.756 -1.222 1.619

Please write out number 4 again, unchanged.
47
Properties=species:S:1:pos:R:3:lowdin_charge:R:1 method="wB97M-V/def2-TZVPD" orbital_gap_ev=5.599 total_charge=+1 total_energy_ha=-3956.5396 homo_energy_ev=-11.393
C -0.584 -1.670 2.262 0.000
C -0.648 -0.724 1.344 -0.263
P 0.603 -0.329 0.049 0.666
O -0.531 0.682 -0.914 -0.300
C 0.272 -1.808 -1.099 -0.238
C -1.103 -2.480 -1.079 -0.224
C -2.269 -1.787 -1.791 -0.206
C -3.205 -0.918 -0.953 -0.297
S -4.301 -1.871 0.077 0.337
O -3.621 -3.014 0.584 -0.318
O -5.558 -1.964 -0.584 -0.319
Cl -4.529 -0.569 1.627 0.406
C 1.997 0.269 -1.297 -0.272
O 3.265 -0.383 -1.357 0.062
C 4.277 0.472 -1.303 -0.666
F 4.217 1.263 -0.182 0.111
F 4.179 1.423 -2.317 0.087
F 5.443 -0.145 -1.375 0.237
C 0.930 1.298 1.090 -0.213
C 0.058 2.547 0.782 -0.583
C 0.752 3.684 1.588 -0.038
O -1.246 2.477 1.229 0.032
N 1.962 -1.248 0.877 -0.033
C 2.607 -0.983 1.830 -0.905
S 3.493 -0.621 3.074 0.709
H 0.038 -2.548 2.157 0.073
H -1.186 -1.617 3.158 0.072
H -1.486 -0.035 1.378 0.052
H -0.586 0.416 -1.838 0.038
H 1.016 -2.566 -0.863 0.090
H 0.482 -1.543 -2.142 0.080
H -0.951 -3.402 -1.646 0.119
H -1.395 -2.830 -0.096 0.082
H -1.899 -1.165 -2.612 0.108
H -2.878 -2.554 -2.269 0.121
H -2.687 -0.196 -0.334 0.042
H -3.887 -0.355 -1.588 0.107
H 2.259 1.284 -1.134 -0.099
H 1.599 0.241 -2.323 0.110
H 1.957 1.667 1.028 0.066
H 0.657 1.164 2.134 0.117
H 0.094 2.920 -0.259 0.025
H 0.078 4.538 1.619 0.096
H 0.821 3.275 2.591 0.108
H 1.754 3.979 1.242 0.078
H -1.787 3.198 0.898 0.126
Yb 1.614 2.756 -1.222 1.619